50
Properties=species:S:1:pos:R:3 method="wB97M-V/def2-TZVPD" homo_lumo_gap_ev=4.9 total_charge=-1 lumo_energy_ev=3.003 relative_energy_kj_mol=118.2
C 2.38 0.63 0.90
C 2.33 1.68 -0.24
C 1.32 2.75 0.19
C 0.44 2.04 1.22
O -0.79 2.13 1.09
C 1.27 0.99 1.91
H 2.19 -0.38 0.50
H 3.36 0.60 1.38
H 3.32 2.10 -0.45
H 1.98 1.20 -1.16
H 1.83 3.59 0.69
H 0.73 3.16 -0.64
H 0.70 0.12 2.24
H 1.71 1.46 2.81
C -0.96 6.63 1.46
C -0.16 5.86 2.48
O -0.89 4.62 2.70
C -0.19 3.64 3.29
C -0.91 2.34 3.16
N -0.63 1.46 4.09
C -1.30 0.38 4.48
C -0.97 -0.20 5.79
C -1.18 -1.56 6.07
C -0.90 -2.08 7.33
C -0.39 -1.24 8.33
C -0.13 0.11 8.05
C -0.38 0.62 6.78
C -2.37 -0.21 3.66
C -3.50 -0.85 4.24
C -4.53 -1.34 3.44
C -4.47 -1.21 2.04
C -3.35 -0.60 1.46
C -2.32 -0.13 2.26
O 0.90 3.77 3.82
H -0.38 7.50 1.12
H -1.20 6.01 0.59
H -1.90 7.00 1.89
H 0.85 5.63 2.11
H -0.10 6.40 3.44
H -1.95 2.45 2.83
H -1.57 -2.21 5.28
H -1.09 -3.14 7.53
H -0.19 -1.65 9.33
H 0.28 0.76 8.82
H -0.16 1.66 6.53
H -3.56 -0.94 5.32
H -5.38 -1.84 3.90
H -5.28 -1.57 1.42
H -3.27 -0.48 0.37
H -1.46 0.32 1.78



142
Properties=species:S:1:pos:R:3 method="wB97M-V/def2-TZVPD" homo_lumo_gap_ev=6.9 total_charge=+1 lumo_energy_ev=-3.761
C 1.65 2.02 -0.34
C 0.75 1.27 -0.09
C -0.28 0.27 0.38
N 0.40 -0.65 1.34
C 0.80 -1.79 0.89
N 0.63 -2.34 -0.44
C 0.08 -3.67 -0.06
C 0.98 -4.11 1.15
P 0.17 -5.09 2.55
O 0.43 -4.33 3.99
Br 1.35 -7.03 2.75
N 1.50 -2.80 1.59
C 2.97 -2.58 1.53
P 0.66 -0.15 3.03
O -0.45 0.66 3.54
O 2.00 0.75 2.98
O 0.86 -1.38 4.04
H 2.60 2.53 -0.27
H -0.67 -0.26 -0.50
H -1.10 0.83 0.84
H 1.57 -2.55 -0.81
H -0.94 -3.45 0.32
H 0.01 -4.40 -0.88
H 1.89 -4.61 0.74
H 1.33 -3.94 4.01
H 3.31 -2.87 0.49
H 3.24 -1.51 1.70
H 3.50 -3.16 2.31
H 1.86 1.56 3.50
H 0.88 -1.07 4.96
Br -1.50 -1.62 2.36
C -3.22 -2.54 2.20
C -4.11 -2.26 3.37
Br -3.56 -3.29 4.93
H -3.00 -3.60 2.07
H -3.66 -2.16 1.28
H -5.13 -2.59 3.17
H -4.12 -1.22 3.67
Br 2.89 2.39 -2.80
C 4.74 1.83 -3.01
C 4.88 0.78 -4.09
Br 4.29 -0.96 -3.45
H 5.08 1.49 -2.04
H 5.28 2.73 -3.29
H 5.93 0.65 -4.36
H 4.30 1.01 -4.98
Br 0.74 4.64 -0.47
C -0.55 5.71 0.52
C -1.96 5.38 0.11
Br -2.41 6.18 -1.61
H -0.29 6.75 0.35
H -0.39 5.46 1.57
H -2.68 5.80 0.81
H -2.14 4.31 0.01
Br 3.99 -3.84 -1.27
C 5.73 -4.42 -1.91
C 5.92 -5.89 -1.66
Br 6.32 -6.23 0.20
H 6.48 -3.81 -1.42
H 5.74 -4.21 -2.98
H 6.78 -6.27 -2.22
H 5.04 -6.49 -1.91
Br -6.23 7.31 -2.02
C -6.46 7.92 -3.86
C -5.42 7.32 -4.77
Br -3.70 8.20 -4.56
H -6.44 9.01 -3.84
H -7.46 7.58 -4.15
H -5.69 7.48 -5.81
H -5.26 6.26 -4.59
Br -3.02 10.11 -8.50
C -2.00 11.55 -7.68
C -1.95 11.40 -6.18
Br -3.63 11.93 -5.36
H -2.46 12.48 -8.00
H -1.00 11.47 -8.10
H -1.20 12.06 -5.75
H -1.75 10.38 -5.86
Br -7.36 4.29 -5.17
C -6.67 2.70 -4.29
C -6.80 2.80 -2.79
Br -5.44 3.97 -2.03
H -5.64 2.57 -4.62
H -7.27 1.87 -4.67
H -6.63 1.83 -2.32
H -7.76 3.19 -2.47
Br 9.35 -7.29 -2.48
C 9.96 -8.91 -1.58
C 9.71 -8.83 -0.09
Br 11.02 -7.70 0.79
H 11.00 -9.03 -1.84
H 9.38 -9.71 -2.02
H 9.84 -9.82 0.36
H 8.73 -8.44 0.16
Br -11.32 4.68 -2.96
C -11.25 6.06 -1.59
C -9.84 6.48 -1.31
Br -8.91 5.16 -0.22
H -11.76 5.67 -0.72
H -11.83 6.89 -2.00
H -9.81 7.40 -0.73
H -9.24 6.61 -2.22
Br -3.75 -7.16 6.80
C -5.02 -6.09 7.81
C -6.44 -6.41 7.43
Br -6.92 -5.60 5.73
H -4.76 -5.05 7.65
H -4.84 -6.34 8.86
H -7.14 -5.99 8.16
H -6.63 -7.48 7.34
Br 2.83 7.52 1.61
C 1.90 7.20 3.28
C 0.91 8.29 3.59
Br 1.79 9.89 4.24
H 2.66 7.09 4.05
H 1.39 6.24 3.15
H 0.24 7.98 4.39
H 0.32 8.58 2.72
Br -2.11 5.78 -7.74
C -2.34 6.40 -9.57
C -1.30 5.80 -10.49
Br 0.42 6.68 -10.28
H -2.31 7.48 -9.55
H -3.34 6.07 -9.86
H -1.58 5.96 -11.53
H -1.14 4.74 -10.32
Br 5.63 -7.93 4.64
C 4.60 -8.27 6.26
C 3.61 -7.16 6.53
Br 4.49 -5.58 7.26
H 5.32 -8.40 7.07
H 4.09 -9.21 6.08
H 2.89 -7.47 7.29
H 3.08 -6.84 5.64
Br 6.49 -13.20 4.49
C 7.46 -11.79 5.41
C 7.42 -11.98 6.91
Br 5.70 -11.47 7.65
H 7.01 -10.84 5.10
H 8.48 -11.85 5.04
H 8.15 -11.33 7.39
H 7.61 -13.01 7.21



60
Properties=species:S:1:pos:R:3 method="wB97M-V/def2-TZVPD" homo_lumo_gap_ev=7.6 total_charge=-1 lumo_energy_ev=0.827 relative_energy_kj_mol=29.9
Ta -0.97 0.05 0.27
O 0.01 3.27 2.72
C -0.58 2.45 2.07
O -0.13 1.81 1.01
C -2.03 2.11 2.33
C -2.90 2.72 3.21
C -4.24 2.36 3.15
C -4.69 1.47 2.18
C -3.75 0.90 1.35
N -2.47 1.18 1.49
C -3.98 0.09 0.08
O -5.09 -0.20 -0.29
O -2.85 -0.13 -0.53
H -2.53 3.47 3.89
H -4.95 2.82 3.83
H -5.74 1.22 2.05
Cl 1.81 -0.57 -2.11
C 0.81 0.81 -2.43
C -0.28 1.13 -1.61
C -0.96 2.30 -1.99
Cl -2.29 2.86 -1.03
C -0.63 3.07 -3.10
Cl -1.54 4.48 -3.50
C 0.45 2.70 -3.89
Cl 0.88 3.64 -5.26
C 1.18 1.57 -3.54
Cl 2.53 1.13 -4.51
F -0.69 -0.28 2.96
B -1.57 -1.38 2.97
F -1.83 -1.53 1.46
F -1.01 -2.53 3.41
F -2.78 -1.06 3.53
N -0.71 -5.99 -4.41
C -0.74 -5.08 -3.72
C -0.79 -3.93 -2.85
C -1.37 -2.74 -3.28
C -1.42 -1.65 -2.44
C -0.86 -1.67 -1.15
C -0.30 -2.89 -0.74
C -0.26 -4.00 -1.56
H -1.80 -2.69 -4.28
H -1.90 -0.75 -2.80
H 0.13 -2.98 0.25
H 0.19 -4.92 -1.21
O 4.44 -3.28 0.66
S 3.88 -2.41 1.66
O 4.14 -2.70 3.04
N 2.26 -2.25 1.40
C 1.98 -1.04 1.07
O 0.79 -0.63 0.77
C 3.12 -0.08 1.00
C 3.10 1.27 0.69
C 4.31 1.95 0.69
C 5.50 1.29 0.98
C 5.51 -0.07 1.30
C 4.30 -0.72 1.30
H 2.16 1.78 0.48
H 4.33 3.00 0.45
H 6.43 1.84 0.97
H 6.43 -0.59 1.54



57
Properties=species:S:1:pos:R:3 method="wB97M-V/def2-TZVPD" homo_lumo_gap_ev=8.8 total_charge=0 lumo_energy_ev=0.316 relative_energy_kj_mol=151.0
N -3.65 -4.04 -0.85
C -2.56 -3.71 -0.71
C -1.22 -3.32 -0.52
C -0.47 -2.85 -1.61
C 0.82 -2.43 -1.41
C 1.39 -2.46 -0.14
C 0.65 -2.94 0.94
C -0.65 -3.37 0.75
H -1.23 -3.72 1.58
H 1.10 -2.97 1.92
N 2.71 -2.02 -0.02
C 3.45 -1.85 1.10
O 3.09 -2.06 2.23
C 4.87 -1.33 0.79
H 5.47 -1.40 1.70
H 5.32 -1.92 -0.01
O 4.88 0.06 0.44
C 4.59 0.39 -0.81
O 4.32 -0.40 -1.68
C 4.63 1.89 -1.01
H 4.34 2.10 -2.04
H 5.66 2.24 -0.85
C 3.69 2.58 -0.02
C 2.32 1.97 -0.08
C 1.86 1.15 0.94
C 0.60 0.56 0.87
C -0.18 0.79 -0.24
C 0.26 1.59 -1.28
C 1.51 2.18 -1.19
H 1.86 2.82 -1.99
H -0.39 1.74 -2.13
S -1.81 0.07 -0.37
O -2.01 -0.81 0.74
O -1.97 -0.46 -1.70
N -2.75 1.46 -0.28
C -3.99 1.42 -1.03
C -5.08 0.65 -0.29
C -5.29 1.26 1.10
C -3.97 1.25 1.86
C -2.89 1.98 1.06
H -1.92 1.88 1.55
H -3.14 3.04 0.98
H -3.65 0.22 2.02
H -4.09 1.73 2.84
H -6.05 0.70 1.64
H -5.64 2.29 0.99
H -4.76 -0.39 -0.19
H -6.00 0.67 -0.87
H -3.76 0.95 -1.99
H -4.30 2.46 -1.20
H 0.23 -0.08 1.65
H 2.48 0.97 1.81
H 3.64 3.64 -0.27
H 4.09 2.48 0.99
H 3.14 -1.74 -0.90
H 1.40 -2.05 -2.24
H -0.92 -2.81 -2.59



8
Properties=species:S:1:pos:R:3 method="wB97M-V/def2-TZVPD" homo_lumo_gap_ev=9.9 total_charge=0 lumo_energy_ev=1.184 relative_energy_kj_mol=122.5
C -0.05 -0.64 0.71
C 0.22 -0.23 -0.67
N 0.07 1.17 -0.63
P -1.43 0.33 -0.23
H -0.27 -1.73 0.89
H 0.51 0.11 1.38
H 0.43 -0.77 -1.56
H 0.52 1.75 0.10



11
Properties=species:S:1:pos:R:3 method="wB97M-V/def2-TZVPD" homo_lumo_gap_ev=9.8 total_charge=0 lumo_energy_ev=0.096 relative_energy_kj_mol=172.9
C 0.85 1.08 -1.09
C -0.43 0.36 -0.76
O -1.44 0.41 -1.43
C -0.56 -0.28 0.65
O -0.98 0.48 1.50
C -0.35 -1.66 1.31
O 0.69 -1.97 1.83
H 1.14 1.72 -0.26
H 0.70 1.69 -1.99
H 1.67 0.38 -1.27
H -1.29 -2.21 1.51



84
Properties=species:S:1:pos:R:3 method="wB97M-V/def2-TZVPD" homo_lumo_gap_ev="4.7 / 5.0" total_charge=+4 lumo_energy_ev="-12.705 / -12.705" s2=0.7860 multiplicity=2 relative_energy_kj_mol=107.3
Ir 0.72 1.90 -0.42
O 1.89 2.61 -1.99
C 2.51 3.89 -1.63
C 1.44 4.67 -0.92
C 1.43 6.05 -0.95
C 0.40 6.74 -0.33
C -0.62 6.01 0.28
C -0.54 4.63 0.27
N 0.48 3.96 -0.29
H 2.54 1.94 -2.26
H 2.85 4.39 -2.53
H 3.37 3.70 -0.97
H 2.22 6.58 -1.47
H 0.37 7.82 -0.34
H -1.45 6.50 0.76
H -1.30 4.03 0.76
N -3.86 1.25 -2.53
C -2.72 1.76 -3.38
C -1.39 1.45 -2.69
N -1.32 2.03 -1.33
C -2.45 1.53 -0.50
C -3.80 1.83 -1.13
H -3.81 0.23 -2.47
H -4.75 1.47 -2.97
H -2.88 2.83 -3.49
H -2.79 1.29 -4.36
H -0.59 1.86 -3.30
H -1.22 0.38 -2.61
H -1.39 3.05 -1.40
H -2.41 1.97 0.49
H -2.31 0.45 -0.37
H -3.96 2.91 -1.25
H -4.62 1.42 -0.56
C 2.34 0.60 4.98
C 0.95 1.18 4.75
N 0.72 1.53 3.32
C 1.22 2.86 2.96
C 0.19 3.92 3.30
C 0.12 0.71 2.49
C -0.40 -0.60 3.03
N -0.07 0.89 1.17
H 2.50 0.45 6.05
H 3.12 1.27 4.62
H 2.46 -0.36 4.49
H 0.82 2.10 5.31
H 0.17 0.50 5.09
H 1.52 2.86 1.91
H 2.13 3.03 3.54
H -0.75 3.74 2.77
H 0.56 4.92 3.05
H -0.03 3.91 4.36
H -1.29 -0.43 3.65
H 0.35 -1.09 3.65
H -0.67 -1.27 2.22
H -0.46 0.03 0.78
Cl 1.23 -6.52 -2.79
C -0.41 -6.36 -2.33
C -1.31 -7.30 -2.80
C -2.67 -7.12 -2.61
C -3.17 -5.97 -2.00
C -2.28 -5.02 -1.54
Cl -2.86 -3.61 -0.73
C -0.88 -5.21 -1.64
N -0.05 -4.23 -1.15
C 1.19 -4.43 -0.57
C 1.42 -5.61 0.15
C 2.62 -5.82 0.79
C 3.61 -4.85 0.70
C 3.38 -3.67 0.00
C 2.17 -3.41 -0.63
C 2.04 -2.15 -1.45
C 1.04 -1.11 -0.96
O 1.50 0.11 -0.91
O -0.11 -1.40 -0.65
H -0.95 -8.16 -3.34
H -3.36 -7.87 -2.96
H -4.23 -5.83 -1.86
H -0.40 -3.28 -1.07
H 0.61 -6.33 0.24
H 2.79 -6.71 1.38
H 4.56 -5.01 1.17
H 4.18 -2.94 -0.07
H 1.78 -2.39 -2.49
H 3.02 -1.67 -1.48



84
Properties=species:S:1:pos:R:3 method="wB97M-V/def2-TZVPD" homo_lumo_gap_ev=9.5 total_charge=0 lumo_energy_ev=0.260 relative_energy_kj_mol=17.2
C -10.78 15.46 -7.50
O -10.26 15.50 -6.18
H -11.82 15.14 -7.50
H -10.73 16.46 -7.95
H -10.14 14.82 -8.12
H -9.91 16.37 -5.93
C -10.12 15.32 -11.76
O -9.18 16.36 -11.63
H -9.83 14.64 -12.56
H -10.16 14.73 -10.84
H -11.14 15.68 -11.96
H -9.57 17.08 -11.10
C -7.28 13.92 -10.15
O -6.89 15.27 -10.30
H -8.08 13.81 -9.42
H -7.58 13.48 -11.11
H -6.43 13.32 -9.81
H -7.60 15.75 -10.77
C -14.46 14.10 -5.81
O -14.23 12.99 -4.93
H -15.20 14.75 -5.35
H -13.52 14.61 -5.99
H -14.89 13.68 -6.72
H -13.81 13.32 -4.12
C -10.22 13.49 -3.32
O -9.21 13.77 -4.28
H -10.52 14.36 -2.72
H -11.13 13.16 -3.85
H -9.89 12.69 -2.67
H -9.64 14.31 -4.96
C -13.23 17.73 -5.16
O -14.50 17.80 -5.78
H -13.41 17.11 -4.27
H -12.52 17.14 -5.76
H -12.79 18.70 -4.94
H -14.45 17.44 -6.68
C -13.79 17.42 -9.32
O -14.40 16.62 -8.32
H -14.47 17.54 -10.18
H -13.68 18.45 -8.98
H -12.81 17.05 -9.62
H -14.28 15.70 -8.63
C -11.69 11.49 -10.66
O -11.60 12.58 -9.74
H -10.82 11.50 -11.31
H -11.73 10.54 -10.12
H -12.61 11.57 -11.23
H -10.67 12.62 -9.44
C -6.85 16.50 -7.03
O -5.81 15.90 -7.79
H -7.56 15.80 -6.58
H -6.41 17.06 -6.21
H -7.42 17.19 -7.67
H -6.24 15.57 -8.60
C -8.67 17.50 -4.09
O -9.24 17.95 -5.31
H -9.41 17.25 -3.32
H -8.10 16.59 -4.28
H -7.98 18.24 -3.67
H -9.63 18.83 -5.14
C -9.24 12.21 -7.02
O -9.17 11.82 -8.39
H -10.28 12.19 -6.66
H -8.69 11.55 -6.34
H -8.80 13.20 -6.94
H -9.31 10.88 -8.48
C -9.18 19.46 -10.24
O -10.22 18.50 -10.06
H -9.29 20.03 -11.16
H -9.18 20.17 -9.41
H -8.20 18.99 -10.24
H -11.06 18.96 -10.14
C -14.98 13.98 -10.32
O -13.94 14.21 -9.38
H -15.27 12.93 -10.40
H -15.87 14.58 -10.10
H -14.69 14.36 -11.31
H -13.25 13.57 -9.64
C -11.33 20.04 -6.75
O -10.81 20.20 -5.43
H -10.74 19.30 -7.26
H -12.38 19.74 -6.69
H -11.36 21.00 -7.29
H -11.44 20.68 -4.88